# 1
{
  "formula": "C3H2ClNOS2",
  "method": "the ωB97M-V functional and the def2-TZVPD basis",
  "e_above_lowest_kcal_mol": 20.8,
  "charge": 0,
  "orbital_gap_ev": 9.0,
  "e_homo_ha": -0.3085,
  "energy_ev": -40873.100,
  "species": ["S", "C", "N", "C", "Cl", "C", "S", "O", "H", "H"],
  "xyz": [[1.031, -1.857, -2.122], [0.448, -0.688, -0.941], [0.652, 0.572, -0.940], [-0.066, 0.987, 0.218], [-0.133, 2.580, 0.726], [-0.562, -0.098, 0.835], [-1.488, -0.361, 2.275], [-0.224, -1.198, 0.080], [1.807, -0.902, -2.709], [-1.464, 0.966, 2.577]],
  "atomic_forces_ev_per_a": [[0.3, 0.7, -0.1], [1.2, -0.6, -1.2], [-1.0, 0.9, 0.8], [0.9, -1.2, -0.9], [-0.1, 0.8, 0.2], [-0.1, 0.1, 0.0], [-0.1, 0.5, 0.3], [-0.8, 0.0, 0.8], [-0.3, -0.5, 0.2], [-0.1, -0.5, 0.0]],
  "mulliken_charge": [-0.2515, 0.5862, -0.4905, 0.3667, -0.2026, 0.2427, -0.1952, -0.3441, 0.1685, 0.1196]
}

# 2
{
  "formula": "C3H2ClNOS2",
  "method": "the ωB97M-V functional and the def2-TZVPD basis",
  "e_above_lowest_kcal_mol": 44.3,
  "charge": 0,
  "orbital_gap_ev": 8.9,
  "e_homo_ha": -0.3102,
  "energy_ev": -40872.082,
  "species": ["S", "C", "O", "C", "Cl", "C", "N", "S", "H", "H"],
  "xyz": [[0.711, 0.737, -2.436], [0.502, 0.094, -0.926], [0.665, -1.216, -0.619], [0.310, -1.391, 0.685], [0.460, -2.966, 1.254], [-0.191, -0.261, 1.233], [-0.123, 0.670, 0.150], [-0.713, 2.253, 0.033], [-0.696, -0.104, 2.139], [-0.926, 2.183, -1.513]],
  "atomic_forces_ev_per_a": [[0.2, -0.2, 0.4], [-1.3, 0.1, -0.3], [0.7, 0.3, 0.4], [-0.6, 0.5, 0.4], [0.1, -0.2, 0.3], [0.5, -0.7, -2.7], [0.9, -0.5, -0.2], [-0.7, 0.5, -2.0], [-0.3, 0.4, 0.9], [0.6, -0.3, 2.9]],
  "mulliken_charge": [-0.4275, 0.3804, -0.2827, 0.3541, -0.1483, -0.3461, 0.0020, -0.1221, 0.4273, 0.1630]
}

# 3
{
  "formula": "C3H2ClNS",
  "method": "the ωB97M-V functional and the def2-TZVPD basis",
  "e_above_lowest_kcal_mol": 171.4,
  "charge": 0,
  "orbital_gap_ev": 8.6,
  "e_homo_ha": -0.3341,
  "energy_ev": -27983.327,
  "species": ["C", "C", "C", "N", "S", "Cl", "H", "H"],
  "xyz": [[-0.559, -0.888, 0.174], [1.556, 1.353, -0.287], [-1.600, -0.291, -0.376], [0.629, -1.018, 0.473], [2.002, 0.082, 0.583], [-3.125, 0.286, 0.174], [-1.180, -1.577, -0.568], [2.277, 2.052, -0.174]],
  "atomic_forces_ev_per_a": [[1.1, 3.8, 1.1], [-2.2, -2.8, 0.5], [-0.3, 0.2, -0.2], [1.9, -1.6, 0.6], [-2.6, 0.0, -0.8], [0.9, -0.9, -0.1], [-1.6, -1.2, -1.1], [2.7, 2.6, 0.0]],
  "mulliken_charge": [0.5532, -0.4393, -0.2208, -0.4716, 0.1859, -0.0665, 0.1570, 0.3021]
}

# 4
{
  "formula": "C3H2ClNS",
  "method": "the ωB97M-V functional and the def2-TZVPD basis",
  "e_above_lowest_kcal_mol": 122.8,
  "charge": 0,
  "orbital_gap_ev": 8.5,
  "e_homo_ha": -0.3378,
  "energy_ev": -27985.436,
  "species": ["C", "C", "C", "N", "S", "Cl", "H", "H"],
  "xyz": [[-0.418, -0.802, 0.305], [1.451, 0.995, -0.188], [-1.599, -0.651, -0.309], [0.720, -1.208, 0.710], [1.991, -0.107, 0.814], [-2.932, 0.074, 0.400], [-1.354, -0.263, -1.492], [2.142, 1.963, -0.241]],
  "atomic_forces_ev_per_a": [[1.9, -1.6, 0.3], [1.5, 3.3, -0.6], [3.7, 1.7, -3.0], [-4.0, -0.4, -0.9], [0.1, 0.7, 0.1], [-1.2, 0.2, 0.7], [-0.9, -1.6, 3.3], [-1.0, -2.2, 0.1]],
  "mulliken_charge": [0.4623, -0.3962, -0.2231, -0.3666, 0.1763, -0.1288, 0.2657, 0.2104]
}

# 5
{
  "formula": "C3H2CoLiO3",
  "method": "the ωB97M-V functional and the def2-TZVPD basis",
  "charge": 1,
  "multiplicity": 6,
  "orbital_gap_ev": [7.3, 6.1],
  "s_squared": 8.767,
  "e_homo_ha": [-0.4102, -0.5164],
  "energy_ev": -47104.378,
  "species": ["O", "O", "C", "C", "O", "C", "Co", "H", "H", "Li"],
  "xyz": [[-1.720, 1.380, -0.629], [0.631, 0.316, -0.038], [1.868, -0.100, 0.258], [-0.464, -0.642, -0.091], [2.066, -1.310, 0.465], [-1.606, 0.033, -0.367], [3.159, 1.486, 0.294], [-1.872, 1.716, 0.293], [-2.555, -0.491, -0.515], [0.492, -2.387, 0.330]],
  "atomic_forces_ev_per_a": [[0.6, -0.6, 1.9], [0.2, -2.0, 0.5], [-0.4, -1.4, 0.0], [-0.6, 5.2, -0.9], [-0.7, 0.9, -0.2], [-0.9, -2.2, -0.7], [0.7, 0.7, 0.0], [0.1, 0.5, -1.2], [0.4, -0.2, 0.2], [0.7, -0.9, 0.2]],
  "mulliken_spin": [0.0422, 0.1188, 0.0462, 0.7774, 0.0166, -0.0370, 4.0198, -0.0038, 0.0051, 0.0147]
}

# 6
{
  "formula": "C3H2CsLiO3",
  "method": "the ωB97M-V functional and the def2-TZVPD basis",
  "e_above_lowest_kcal_mol": 23.4,
  "charge": 1,
  "multiplicity": 2,
  "orbital_gap_ev": [6.8, 8.8],
  "s_squared": 0.760,
  "e_homo_ha": [-0.3842, -0.4583],
  "energy_ev": -10032.327,
  "species": ["C", "C", "O", "Cs", "H", "H", "O", "C", "Li", "O"],
  "xyz": [[1.334, 1.188, 0.018], [0.781, -0.105, 0.399], [1.221, -1.252, 0.177], [-0.688, -4.243, -0.052], [2.019, 1.244, -0.831], [1.303, 2.008, 0.738], [-0.797, 1.344, -0.227], [-0.688, 0.180, 0.302], [-2.941, 0.367, -0.652], [-1.543, -0.733, 0.128]],
  "atomic_forces_ev_per_a": [[2.1, -0.7, 1.2], [1.3, -1.0, -1.6], [-0.6, 1.5, 0.8], [0.2, 0.5, 0.1], [0.0, -0.1, 0.4], [-0.2, -0.1, -0.6], [-2.1, -1.0, 1.2], [-0.8, 0.6, -2.6], [0.9, 0.1, 0.3], [-0.8, 0.0, 0.9]],
  "mulliken_spin": [0.6473, 0.0510, 0.1467, 0.0006, 0.0248, 0.0059, 0.1190, 0.0136, 0.0040, -0.0130]
}

What did the fifth record say?
{
  "formula": "C3H2CoLiO3",
  "method": "the ωB97M-V functional and the def2-TZVPD basis",
  "charge": 1,
  "multiplicity": 6,
  "orbital_gap_ev": [7.3, 6.1],
  "s_squared": 8.767,
  "e_homo_ha": [-0.4102, -0.5164],
  "energy_ev": -47104.378,
  "species": ["O", "O", "C", "C", "O", "C", "Co", "H", "H", "Li"],
  "xyz": [[-1.720, 1.380, -0.629], [0.631, 0.316, -0.038], [1.868, -0.100, 0.258], [-0.464, -0.642, -0.091], [2.066, -1.310, 0.465], [-1.606, 0.033, -0.367], [3.159, 1.486, 0.294], [-1.872, 1.716, 0.293], [-2.555, -0.491, -0.515], [0.492, -2.387, 0.330]],
  "atomic_forces_ev_per_a": [[0.6, -0.6, 1.9], [0.2, -2.0, 0.5], [-0.4, -1.4, 0.0], [-0.6, 5.2, -0.9], [-0.7, 0.9, -0.2], [-0.9, -2.2, -0.7], [0.7, 0.7, 0.0], [0.1, 0.5, -1.2], [0.4, -0.2, 0.2], [0.7, -0.9, 0.2]],
  "mulliken_spin": [0.0422, 0.1188, 0.0462, 0.7774, 0.0166, -0.0370, 4.0198, -0.0038, 0.0051, 0.0147]
}